# 1
{"formula": "C11H14O2S", "method": "wB97M-V/def2-TZVPD", "elements": ["O", "C", "O", "C", "C", "S", "C", "C", "C", "C", "C", "C", "C", "C", "H", "H", "H", "H", "H", "H", "H", "H", "H", "H", "H", "H", "H", "H"], "positions_angstrom": [[0.584988, -0.003946, 2.444780], [0.998574, -0.358756, 1.284162], [0.842289, -1.625957, 0.844667], [1.864704, 0.560045, 0.371038], [2.492982, -0.068788, -0.827947], [3.918460, -1.254765, -0.469811], [1.030105, 1.933527, 0.084156], [-0.224253, 1.727722, -0.837662], [-1.077969, 0.557922, -0.428450], [-1.491854, -0.333861, -1.450671], [-2.505975, -1.320554, -1.296701], [-3.051461, -1.465865, -0.057615], [-2.513064, -0.677588, 0.989067], [-1.551458, 0.381010, 0.903852], [0.290959, -1.893178, 1.537624], [2.491576, 0.779495, 1.406941], [3.047751, 0.578922, -1.458665], [1.865372, -0.713144, -1.287385], [3.552490, -1.881743, 1.012064], [1.782437, 2.631316, -0.468095], [0.876803, 2.315127, 1.122329], [0.054388, 1.393144, -1.907625], [-0.765256, 2.750403, -0.936154], [-0.956496, -0.416513, -2.346672], [-3.054670, -2.039322, -1.977968], [-4.239490, -1.943591, -0.002487], [-2.968256, -0.702802, 1.998347], [-1.293672, 1.091739, 1.754868]], "atomic_forces_ev_per_a": [[1.8, -1.5, -4.3], [-0.2, 1.2, 2.3], [1.1, 2.1, -0.9], [-1.1, 1.6, 4.1], [2.8, -0.5, 2.9], [-0.8, -1.1, 3.5], [2.1, -0.6, -0.7], [0.8, 0.4, -1.0], [-1.1, 0.0, 0.4], [-0.9, -1.3, 1.2], [-0.3, -0.4, -0.2], [-3.2, 0.7, 1.7], [-0.5, 1.3, 2.1], [-1.5, -0.8, -1.9], [-1.8, -2.0, 1.8], [-0.1, 0.1, -3.3], [-0.2, 1.0, -0.7], [-2.4, -1.4, -1.9], [0.6, 1.6, -3.6], [-1.3, -1.0, 1.1], [-0.5, 0.0, -1.1], [0.2, 1.2, 1.5], [0.6, -1.9, 0.2], [0.7, 0.7, -1.4], [1.6, 1.4, -0.3], [4.0, 0.9, 0.4], [0.0, -0.5, -0.7], [-0.5, -1.4, -1.4]], "mulliken_charge": [-0.66, 0.14, -0.34, 0.38, -0.92, -0.28, -0.84, -0.73, 1.24, -0.67, -0.53, -0.39, -0.51, -0.38, 0.41, 0.34, 0.46, 0.36, 0.15, 0.40, 0.35, 0.29, 0.30, 0.30, 0.26, 0.18, 0.32, 0.35], "homo_lumo_gap_ev": 9.641, "homo_energy_ev": -9.12, "largest_force_ev_per_a": 4.9, "total_energy_ev": -26560.5648, "de_lowest_kcal_mol": 96.2, "smiles": "O=C(O)[C@@H](CS)CCc1ccccc1"}

=====

# 2
{"formula": "C2H11NO2S2", "method": "wB97M-V/def2-TZVPD", "elements": ["N", "C", "C", "S", "S", "H", "H", "H", "H", "H", "H", "H", "O", "H", "H", "O", "H", "H"], "positions_angstrom": [[0.646392, 2.031510, 2.113629], [-0.016465, 2.192481, 0.804057], [-1.156696, 1.216843, 0.552575], [-0.813729, -0.013958, -0.793628], [-2.520385, -1.189459, -0.435938], [0.414719, 2.807977, 2.706710], [1.600502, 1.709385, 2.048548], [-0.309610, 3.238336, 0.747832], [0.740384, 2.018905, 0.032556], [-1.277884, 0.605725, 1.444718], [-2.091888, 1.653103, 0.214841], [-1.968545, -2.405097, -0.691232], [3.608798, 1.011273, -0.592359], [4.272807, 0.418880, -0.870044], [3.221461, 0.602136, 0.169097], [2.138153, -3.396971, -0.399203], [3.065554, -3.605914, -0.475753], [1.794954, -2.652974, -0.881607]], "atomic_forces_ev_per_a": [[-1.0, -0.7, -0.8], [1.2, -0.1, 0.1], [-0.2, -0.9, -0.1], [0.0, 0.0, 0.2], [0.3, -0.2, -0.3], [0.8, -0.1, 0.3], [-0.1, 0.6, 0.4], [-0.4, -0.1, -0.4], [0.0, 0.3, -0.1], [-0.3, 0.2, 0.1], [0.0, 0.4, 0.4], [0.0, 0.5, 0.2], [-0.9, 1.3, 0.0], [1.2, -1.0, -0.6], [-0.4, -0.4, 0.6], [-0.9, -1.0, 1.1], [0.2, 0.7, -0.6], [0.7, 0.4, -0.5]], "mulliken_charge": [-0.52, -0.26, -0.80, -0.09, -0.23, 0.20, 0.18, 0.32, 0.19, 0.46, 0.41, 0.15, -0.60, 0.30, 0.30, -0.63, 0.31, 0.32], "homo_lumo_gap_ev": 8.682, "homo_energy_ev": -8.34, "largest_force_ev_per_a": 1.7, "total_energy_ev": -29507.1707, "de_lowest_kcal_mol": 22.7, "smiles": "NCCSS.O.O"}